No. 1
Computed, not measured: a 13-piece molecular cluster, C27H80N2O13 overall, with ωB97M-V/def2-TZVPD.

The lowest unoccupied orbital energy comes out at 0.00317 hartree. The value obtained for the molecular weight is 640.938 g/mol. The energy relative to the best compared isomer or geometry (same formula, charge and spin) comes out at 240.3 kJ/mol. The calculation puts the HOMO-LUMO gap at 0.3385 hartree.

The geometry in ORCA input format:
```
! wB97M-V def2-TZVPD RIJCOSX def2/J DEFGRID3
* xyz 0 1
C 3.24 3.50 1.37
O 4.10 4.22 2.18
H 2.41 3.05 1.97
H 3.85 2.76 0.74
H 2.85 4.27 0.72
H 4.71 4.63 1.58
C -0.92 2.19 -3.88
O -0.35 0.92 -3.94
H -1.09 2.52 -2.88
H -1.81 2.12 -4.50
H -0.31 2.91 -4.41
H -0.90 0.26 -3.48
C -2.03 -2.97 0.07
O -0.96 -2.68 -0.74
H -2.68 -2.10 0.03
H -1.69 -3.07 1.09
H -2.47 -3.89 -0.22
H -0.07 -2.67 -0.28
C -3.49 -0.25 3.34
O -2.48 -1.05 2.76
H -3.79 0.51 2.62
H -3.03 0.13 4.24
H -4.36 -0.87 3.48
H -1.72 -0.50 2.52
C 2.26 -3.45 1.22
O 1.28 -2.52 1.15
H 3.01 -3.11 1.95
H 2.75 -3.50 0.23
H 1.85 -4.45 1.48
H 0.73 -2.57 1.94
C 3.96 -0.01 1.40
O 2.85 0.43 2.13
N 5.15 0.46 1.44
N 3.85 -0.90 0.54
H 5.35 1.15 2.19
H 6.01 -0.07 1.23
H 2.97 -1.35 0.39
H 4.67 -1.30 0.04
C -3.40 -0.60 -4.27
C -2.49 -1.38 -3.50
C -1.48 -2.01 -4.32
O -1.90 -0.89 -2.49
H -4.03 -1.31 -4.91
H -2.91 0.08 -4.98
H -4.08 0.07 -3.69
H -3.22 -2.15 -3.17
H -0.84 -1.31 -4.67
H -1.75 -2.51 -5.26
H -0.85 -2.71 -3.78
H -1.78 -1.64 -1.90
C -1.93 0.97 -0.17
C -0.51 0.50 0.18
C 0.48 1.72 0.03
O -0.31 0.16 1.33
H -2.59 0.14 -0.24
H -1.85 1.42 -1.19
H -2.27 1.79 0.50
H -0.21 -0.30 -0.47
H 0.25 2.50 0.76
H 0.34 2.09 -0.95
H 1.49 1.30 0.26
H 0.50 -0.34 1.44
C 3.60 4.53 -4.35
C 3.75 3.65 -3.06
C 2.46 3.00 -2.54
O 4.61 2.76 -3.23
H 3.44 3.96 -5.22
H 4.53 5.06 -4.52
H 2.86 5.33 -4.22
H 4.26 4.26 -2.31
H 2.63 2.44 -1.58
H 2.00 2.33 -3.20
H 1.74 3.64 -2.13
H 4.55 2.19 -2.45
C 1.65 -1.25 4.13
C 0.63 -2.34 4.33
C -0.34 -1.94 5.43
O -0.09 -2.67 3.35
H 2.46 -1.58 3.45
H 2.13 -0.93 5.08
H 1.10 -0.45 3.71
H 1.27 -3.15 4.71
H -1.13 -1.23 5.16
H 0.15 -1.45 6.33
H -0.81 -2.89 5.80
H -1.02 -2.68 3.59
C -0.51 1.73 5.62
C -0.39 1.73 4.08
C -1.48 2.64 3.54
O 0.72 2.05 3.60
H 0.11 2.50 6.12
H -0.26 0.85 6.02
H -1.53 1.67 6.00
H -0.58 0.70 3.83
H -1.47 2.60 2.46
H -1.29 3.68 3.84
H -2.44 2.34 4.01
H 0.81 1.65 2.73
C -5.35 -1.01 -1.56
C -5.47 -2.26 -0.72
C -5.47 -1.98 0.74
O -6.46 -2.95 -0.96
H -5.76 -1.11 -2.61
H -4.30 -0.67 -1.55
H -5.95 -0.20 -1.17
H -4.61 -2.86 -1.05
H -4.61 -1.41 1.05
H -5.66 -2.83 1.41
H -6.28 -1.25 0.92
H -6.60 -3.08 -1.93
C 3.44 -1.80 -3.54
C 2.20 -1.00 -3.46
C 2.08 -0.37 -2.08
O 2.23 -0.04 -4.24
H 3.52 -2.50 -2.73
H 4.36 -1.30 -3.71
H 3.25 -2.52 -4.35
H 1.34 -1.65 -3.68
H 2.01 -1.15 -1.30
H 1.20 0.32 -1.94
H 3.00 0.15 -1.77
H 1.40 0.33 -4.10
*
```

=====

No. 2
Computed, not measured: C51H47N2O7S as an isolated structure, with ωB97M-V/def2-TZVPD.

The lowest unoccupied orbital energy comes out at -0.12046 hartree. The value obtained for the molecular weight is 832.011 g/mol. The calculation puts the HOMO-LUMO gap at 0.2522 hartree.

The geometry in ORCA input format:
```
! wB97M-V def2-TZVPD RIJCOSX def2/J DEFGRID3
* xyz 1 1
C -1.77 -1.26 -2.11
O -1.50 0.07 -1.65
C -1.07 0.96 -2.70
C -2.13 1.23 -3.86
C -3.22 2.36 -3.57
C -3.18 3.03 -2.12
C -3.97 2.21 -0.98
C -5.58 2.27 -1.16
C -6.14 0.84 -1.63
S -6.90 0.90 -3.35
N -6.50 -0.62 -4.06
C -8.74 1.02 -3.00
N -9.59 0.66 -4.15
H -1.01 -2.01 -1.64
H -2.80 -1.66 -1.78
H -1.72 -1.41 -3.23
H -0.62 1.90 -2.22
H -0.17 0.44 -3.21
H -1.52 1.58 -4.78
H -2.65 0.28 -4.19
H -3.07 3.21 -4.33
H -4.26 1.93 -3.83
H -3.76 4.03 -2.22
H -2.14 3.33 -1.77
H -3.70 1.11 -0.93
H -3.68 2.67 0.03
H -6.00 2.45 -0.11
H -5.92 3.11 -1.85
H -6.96 0.48 -0.91
H -5.36 0.01 -1.67
H -5.48 -0.63 -4.22
H -6.65 -1.34 -3.33
H -8.96 0.27 -2.17
H -8.93 2.06 -2.57
H -9.53 -0.34 -4.34
H -9.38 1.24 -4.98
C 1.96 -3.72 0.24
C 0.67 -3.07 0.28
C -0.47 -3.83 0.46
C -0.38 -5.22 0.61
C 0.86 -5.85 0.55
C 2.03 -5.09 0.38
C 0.96 -7.32 0.65
O 2.05 -7.87 0.61
C -0.28 -8.12 0.80
C -0.20 -9.51 0.85
C -1.36 -10.27 1.00
C -2.60 -9.63 1.12
C -2.67 -8.25 1.08
C -1.52 -7.49 0.91
C -1.61 -6.01 0.82
O -2.69 -5.46 0.93
H 2.86 -3.14 0.10
H 0.59 -1.99 0.16
H -1.44 -3.34 0.49
H 3.00 -5.58 0.34
H 0.76 -10.01 0.75
H -1.30 -11.35 1.02
H -3.50 -10.22 1.25
H -3.64 -7.76 1.17
C 3.86 2.85 7.31
C 2.56 3.24 6.97
C 1.85 2.54 6.01
C 2.43 1.44 5.38
C 3.73 1.06 5.70
C 4.44 1.76 6.67
C 4.38 -0.08 5.00
O 5.51 -0.41 5.28
C 3.62 -0.79 3.94
C 4.24 -1.82 3.23
C 3.53 -2.51 2.25
C 2.20 -2.17 1.97
C 1.59 -1.14 2.68
C 2.30 -0.44 3.65
C 1.65 0.68 4.37
O 0.49 0.98 4.13
H 4.41 3.39 8.06
H 2.11 4.10 7.46
H 0.84 2.84 5.76
H 5.45 1.46 6.93
H 5.27 -2.09 3.44
H 4.02 -3.31 1.70
H 1.58 -2.75 1.14
H 0.56 -0.88 2.46
C 1.88 2.82 0.81
C 1.00 3.20 -0.20
C 1.45 3.95 -1.28
C 2.79 4.34 -1.34
C 3.67 3.99 -0.31
C 3.21 3.22 0.76
C 5.08 4.44 -0.34
O 5.84 4.13 0.56
C 5.54 5.28 -1.46
C 6.85 5.76 -1.47
C 7.30 6.54 -2.53
C 6.44 6.84 -3.59
C 5.13 6.37 -3.58
C 4.68 5.60 -2.51
C 3.27 5.13 -2.50
O 2.52 5.39 -3.42
H 1.52 2.23 1.65
H -0.05 2.90 -0.15
H 0.77 4.23 -2.07
H 3.89 2.93 1.56
H 7.52 5.53 -0.65
H 8.31 6.92 -2.54
H 6.79 7.44 -4.42
H 4.47 6.61 -4.41
*
```

=====

Number 1: E -58882.9826 eV, strongest force on any atom 13.806 eV/A. Number 2: E -81785.8786 eV, strongest force on any atom 7.719 eV/A.